# 1
A cluster of 2 separate species, C4H9O3 in total. Source: the Open Molecules 2025 dataset; level of theory: ωB97M-V with the def2-TZVPD basis set.

Geometry (Å):
O: 2.18913 4.31934 1.12053
C: 1.42036 3.93052 2.24145
C: 2.86887 3.20626 0.57493
H: 0.91248 4.82994 2.62838
H: 2.05260 3.51156 3.04230
H: 0.65527 3.18373 1.97024
H: 3.56301 2.75635 1.30455
H: 2.16568 2.42852 0.23249
H: 3.45107 3.56065 -0.29228
O: 1.14047 1.31105 1.50625
O: 2.91521 1.72744 2.86786
C: 2.00299 1.00829 2.37570
C: 1.95836 -0.45956 2.88275
H: 2.60177 -1.07616 2.23280
H: 2.32958 -0.53482 3.91868
H: 0.93232 -0.86270 2.84655

## Properties
**Energy above the lowest of the compared OMol25 structures with the same formula, charge and spin**: 41.45 kcal/mol
**DFT total energy**: -383.54048 Eh
**Charge**: -1

***

# 2
An isolated molecule of C4H9FO. Source: the Open Molecules 2025 dataset; level of theory: ωB97M-V with the def2-TZVPD basis set.

Geometry (Å):
C: -2.26453 -0.97725 0.49919
C: -1.16429 -0.07802 0.97701
C: 0.07569 -0.21963 0.13334
F: -0.44153 0.25455 -1.15377
C: 1.39450 0.67166 0.26690
O: 2.39737 0.29729 -0.64319
H: -1.97285 -2.08820 0.72687
H: -2.14360 -1.02310 -0.72682
H: -3.40037 -0.78541 0.80870
H: -1.52812 0.91051 1.38104
H: -0.71910 -0.47445 1.83948
H: 0.22490 -1.42135 -0.04318
H: 1.35784 1.78196 -0.12906
H: 1.87305 0.74181 1.32098
H: 2.85480 1.30837 -0.90717

## Properties
**Energy above the lowest of the compared OMol25 structures with the same formula, charge and spin**: 70.04 kcal/mol
**SMILES string**: CC[C@@H](F)CO
**DFT total energy**: -332.78794 Eh

***

# 3
A cluster of 2 separate species, C6H6FN in total. Source: the Open Molecules 2025 dataset; level of theory: ωB97M-V with the def2-TZVPD basis set.

Geometry (Å):
C: 3.21993 0.99226 -0.00760
C: 2.55891 -1.17212 -0.78674
C: -0.03152 1.02658 0.98845
C: 2.44428 -0.17353 0.04784
C: -0.50655 0.68498 -0.18410
C: -1.98870 0.69356 -0.26682
N: 4.01130 1.79749 0.15634
F: -0.00884 0.34852 -1.34363
H: 2.06926 -2.19569 -0.53395
H: 3.06576 -1.40195 -1.66570
H: 1.72979 -0.07536 0.84190
H: -2.21795 -0.26778 -0.79951
H: -2.26178 1.66413 -0.69961
H: -2.47587 0.65692 0.74567

## Properties
**Multiplicity**: 3
**Energy above the lowest of the compared OMol25 structures with the same formula, charge and spin**: 21.97 kcal/mol
**⟨S²⟩**: 2.0042
**DFT total energy**: -386.54439 Eh

***

# 4
An isolated molecule of C5H8O. Source: the Open Molecules 2025 dataset; level of theory: ωB97M-V with the def2-TZVPD basis set.

Geometry (Å):
O: -0.30504 2.14590 1.11800
C: -0.23951 1.26519 0.29061
C: -1.30428 0.17622 0.06365
C: -0.47128 -1.09691 -0.24077
C: 0.95172 -0.67666 0.21107
C: 1.03929 0.76001 -0.35678
H: -1.83927 0.11854 1.01416
H: -2.02239 0.42442 -0.72631
H: -0.89769 -1.98426 0.25217
H: -0.43582 -1.32319 -1.31125
H: 1.76767 -1.33885 -0.08290
H: 0.92031 -0.68291 1.31695
H: 1.84762 1.44194 -0.08523
H: 0.98868 0.77055 -1.46339

## Properties
**Energy above the lowest of the compared OMol25 structures with the same formula, charge and spin**: 8.24 kcal/mol
**SMILES string**: O=C1CCCC1
**DFT total energy**: -270.54476 Eh

***

# 5
A structure of composition C24H43N2NdOP3S. Source: the Open Molecules 2025 dataset; level of theory: ωB97M-V with the def2-TZVPD basis set.

Geometry (Å):
Nd: 0.97724 -0.76437 0.37371
P: -0.28445 1.57581 1.51579
P: -0.28544 -2.07347 2.56515
P: 0.88414 0.75778 -2.01553
H: -1.57582 -2.39166 -0.16449
C: -0.80567 -2.12125 -0.89927
C: 0.37387 -2.83744 -1.03155
H: 0.59516 -3.71878 -0.41301
C: -2.07617 1.83607 1.23112
C: -0.15221 1.70278 3.34465
C: 0.42750 3.18757 0.99447
C: -0.22671 -3.88486 2.28991
C: 0.58102 -1.87667 4.16512
C: -2.05500 -1.71201 2.86462
C: 1.23156 -0.35506 -3.42767
C: 2.23310 1.99115 -2.10650
C: -0.67675 1.60877 -2.45067
H: -1.17464 -1.44834 -1.68696
H: 1.03504 -2.72714 -1.90609
H: -2.41299 2.75733 1.73219
H: -2.63785 0.97595 1.62237
H: -2.27473 1.91163 0.15232
H: -0.55164 2.67283 3.67427
H: 0.89780 1.62213 3.66435
H: -0.71690 0.89489 3.82723
H: -0.03124 3.99653 1.58096
H: 0.24152 3.36180 -0.07275
H: 1.51582 3.20628 1.15493
H: -0.64433 -4.43471 3.14624
H: 0.82022 -4.18862 2.13678
H: -0.78351 -4.14185 1.37899
H: -0.02402 -2.23229 5.01296
H: 0.83713 -0.81864 4.32467
H: 1.52365 -2.44294 4.13049
H: -2.49584 -2.42991 3.57213
H: -2.59734 -1.77911 1.90835
H: -2.18739 -0.68837 3.24503
H: 1.28159 0.19723 -4.37658
H: 0.45349 -1.12691 -3.49270
H: 2.19157 -0.86489 -3.25668
H: 2.23598 2.53315 -3.06350
H: 3.19597 1.46992 -1.99262
H: 2.14917 2.71021 -1.27891
H: -0.66353 2.01338 -3.47362
H: -0.89102 2.42555 -1.74535
H: -1.51251 0.89476 -2.37654
C: -4.93182 3.48586 -2.69160
C: -6.33876 3.47607 -2.83157
C: -6.91989 2.50919 -3.65417
C: -6.12336 1.58404 -4.34208
C: -4.72818 1.62786 -4.21516
C: -4.12966 2.59065 -3.40630
O: -4.27908 4.32201 -1.82508
H: -4.92064 4.91944 -1.41247
H: -6.94198 4.20497 -2.29231
H: -8.00535 2.47698 -3.75927
H: -6.59093 0.83109 -4.97908
H: -4.09692 0.91405 -4.74560
H: -3.04620 2.66656 -3.29878
N: 3.42513 1.20435 2.27338
C: 4.03006 0.06022 1.90715
N: 3.40438 -0.85826 1.15632
C: 4.23485 -1.97209 0.91003
C: 3.83729 -3.10945 0.19641
C: 4.75250 -4.16753 0.08785
C: 6.02476 -4.07799 0.66799
C: 6.41149 -2.93514 1.38606
C: 5.50515 -1.88315 1.51027
S: 5.66279 -0.35580 2.38750
H: 3.95659 1.84383 2.85386
H: 2.44549 1.39881 2.04394
H: 2.83546 -3.16848 -0.25801
H: 4.46322 -5.06742 -0.45586
H: 6.72612 -4.90841 0.56503
H: 7.39266 -2.85646 1.84376

## Properties
**Multiplicity**: 4
**Energy above the lowest of the compared OMol25 structures with the same formula, charge and spin**: 0.00 kcal/mol
**⟨S²⟩**: 3.7539
**DFT total energy**: -3107.80827 Eh
**Charge**: +3

***

# 6
A structure of composition C31H40AsIN7O2PtS3Si3. Source: the Open Molecules 2025 dataset; level of theory: ωB97M-V with the def2-TZVPD basis set.

Geometry (Å):
Pt: 0.30700 1.01726 0.04695
S: 2.02048 3.32917 6.86880
N: 0.68823 3.52394 5.98086
C: 0.66720 2.65133 4.96629
C: -0.32283 2.46535 3.95352
C: -1.67568 2.74062 4.04981
C: -2.41166 2.69503 2.85874
C: -1.93741 2.15501 1.64508
N: -0.66631 1.66978 1.64906
C: 0.12827 1.85865 2.72742
C: 1.49556 1.45800 2.60062
N: 1.88161 1.16105 1.30446
C: 3.20109 0.87193 1.07679
C: 4.19056 0.99920 2.09094
C: 3.87672 1.36051 3.37872
C: 2.47832 1.51761 3.61251
C: 1.96060 1.99006 4.86000
N: 2.74268 2.22331 5.92984
H: -2.12943 3.04884 5.00251
H: -3.46956 3.04086 2.87063
H: -2.48929 2.16311 0.72163
H: 3.49303 0.64431 0.08953
H: 5.24352 0.81243 1.82724
H: 4.47561 1.53125 4.26311
O: 2.78279 2.68844 -2.44226
S: 2.14564 1.36609 -2.64745
O: 2.87693 0.19191 -2.28971
N: 0.64631 1.24637 -1.90415
C: -0.38297 1.34090 -2.73568
S: -1.98927 1.52819 -2.07615
C: 0.01897 1.28650 -4.10732
C: -0.70913 1.06678 -5.35756
C: -0.03248 0.82884 -6.56328
C: 1.36696 0.71762 -6.54635
C: 2.08397 0.88216 -5.38066
C: 1.39998 1.29030 -4.24412
H: -1.81350 1.02973 -5.29423
H: -0.60707 0.74021 -7.49223
H: 1.86351 0.53714 -7.51409
H: 3.14103 0.63533 -5.28673
C: -2.28221 -1.44829 3.07500
Si: -0.79078 -2.28806 2.36055
C: -1.00604 -4.20063 2.22974
C: 0.64180 -1.76792 3.42756
As: -0.59555 -1.32262 0.12619
Si: -2.89149 -1.93049 -0.73213
C: -4.28340 -0.68594 -0.29207
C: -2.97644 -2.15958 -2.60275
C: -3.58321 -3.59298 -0.02389
Si: 0.59731 -2.85206 -1.35221
C: 2.41113 -2.81210 -0.76789
C: 0.59790 -2.51345 -3.23151
C: -0.07598 -4.63154 -1.34629
H: -3.03093 -1.37339 2.33535
H: -2.01613 -0.46137 3.37559
H: -2.72422 -2.03259 3.91710
H: -0.28806 -4.72774 2.77614
H: -1.15387 -4.61553 1.22846
H: -1.89498 -4.41976 2.76167
H: 0.33385 -0.74641 3.88848
H: 1.48939 -1.67884 2.75836
H: 0.86966 -2.51388 4.16911
H: -4.00548 0.21958 -0.86051
H: -4.41190 -0.28532 0.75815
H: -5.25166 -1.06930 -0.64240
H: -1.95708 -2.12939 -2.99391
H: -3.64084 -1.49360 -3.22710
H: -3.36437 -3.13764 -2.83559
H: -3.78149 -3.44580 1.06162
H: -2.95458 -4.45099 -0.14164
H: -4.61571 -3.69316 -0.46547
H: 2.92001 -1.93224 -1.22647
H: 2.86070 -3.78064 -1.07285
H: 2.51043 -2.65575 0.32686
H: 0.24733 -1.57014 -3.62322
H: 0.01762 -3.35311 -3.73536
H: 1.61408 -2.61331 -3.59012
H: 0.01757 -5.17539 -0.39259
H: 0.51066 -5.18641 -2.12288
H: -1.15399 -4.77979 -1.48424
I: 3.00046 6.82113 -0.30684
C: 1.74482 5.21742 -0.32873
C: 0.59779 5.09376 -1.05296
N: 0.11303 3.84127 -0.83596
N: 0.91158 3.15649 0.00273
C: 1.92900 3.97300 0.33919
H: 0.21608 5.72095 -1.84767
H: -0.76225 3.43061 -1.23638
H: 2.80047 3.74784 0.96067

## Properties
**Multiplicity**: 3
**Energy above the lowest of the compared OMol25 structures with the same formula, charge and spin**: 5.97 kcal/mol
**⟨S²⟩**: 2.0098
**DFT total energy**: -6454.68719 Eh
**Charge**: +1

***

# 7
An isolated molecule of C3H10N2O. Source: the Open Molecules 2025 dataset; level of theory: ωB97M-V with the def2-TZVPD basis set.

Geometry (Å):
C: -1.52918 -0.62461 0.21817
C: -0.61269 0.24634 -0.62756
O: -1.06917 1.79149 -0.19405
N: 0.77003 0.41800 -0.37163
C: 1.22317 0.33515 1.00974
N: 0.95966 -0.89030 -1.14840
H: -2.51448 -0.16697 0.21489
H: -1.23245 -0.69392 1.26237
H: -1.60338 -1.62564 -0.20352
H: -0.87595 0.27596 -1.68311
H: -0.37483 2.45619 -0.23976
H: 0.92856 -0.58439 1.53065
H: 2.31302 0.38283 1.00326
H: 0.78661 1.18018 1.53807
H: 1.77562 -0.77546 -1.73819
H: 1.05547 -1.72486 -0.57093

## Properties
**Energy above the lowest of the compared OMol25 structures with the same formula, charge and spin**: 79.52 kcal/mol
**SMILES string**: C[C@@H](O)N(C)N
**DFT total energy**: -304.94793 Eh

***

# 8
A cluster of 7 separate species, C38H64BrN2O15 in total. Source: the Open Molecules 2025 dataset; level of theory: ωB97M-V with the def2-TZVPD basis set.

Geometry (Å):
C: 3.00073 -4.72327 1.97584
C: 4.00172 -3.86254 1.64587
C: 4.85406 -3.20947 2.71328
C: 5.32378 -1.78224 2.38657
C: 4.47141 -0.87216 1.50626
O: 4.45241 -1.32657 0.19257
C: 4.38064 -0.26620 -0.79836
C: 3.40718 -0.73870 -1.87437
N: 3.82888 -1.98064 -2.50197
C: 3.23867 -3.20373 -1.97356
C: 1.97880 -3.69135 -2.70397
C: 0.67747 -3.07415 -2.21495
O: 2.03345 -3.52025 -4.12043
C: 3.09208 -0.52461 2.12621
Br: 1.59172 -1.40199 1.28349
C: 2.98603 -0.75966 3.65373
C: 1.93377 0.20218 4.25903
C: 4.29908 -0.73343 4.45020
N: 5.55066 -1.07531 3.68800
O: 6.38141 0.05186 3.54867
H: 1.99037 -4.52754 1.63113
H: 3.23293 -5.57437 2.61270
H: 4.24747 -3.65758 0.61142
H: 4.30715 -3.26563 3.65245
H: 5.76414 -3.81021 2.88191
H: 6.30123 -1.85533 1.91160
H: 4.99999 0.09384 1.47586
H: 5.36857 -0.16800 -1.24066
H: 4.01728 0.68165 -0.39371
H: 3.39455 0.02457 -2.64689
H: 2.39248 -0.78402 -1.46831
H: 3.74976 -1.92861 -3.50485
H: 2.95455 -2.99767 -0.94203
H: 3.99682 -3.99287 -1.92583
H: 1.89880 -4.76918 -2.50789
H: -0.14178 -3.73825 -2.49811
H: 0.66350 -3.02341 -1.12720
H: 0.48039 -2.10706 -2.67630
H: 2.90634 -3.79321 -4.41439
H: 2.92732 0.53863 1.95455
H: 2.56310 -1.75778 3.77382
H: 2.43383 1.00465 4.79707
H: 1.34065 0.60343 3.44274
H: 1.27820 -0.36231 4.91761
H: 4.41773 0.22804 4.94785
H: 4.21232 -1.45743 5.25932
H: 6.10879 -1.69782 4.27396
H: 5.81021 0.79426 3.30510
O: -1.67342 -4.46909 -9.46499
C: -0.84902 -4.08617 -8.69150
O: -1.14682 -3.72597 -7.41848
C: 0.02200 -3.20805 -6.75945
C: 1.20157 -3.78373 -7.53080
C: 0.63443 -3.88606 -8.94549
H: -0.01043 -2.11671 -6.80455
H: 0.01480 -3.51766 -5.71899
H: 2.10133 -3.17601 -7.45299
H: 1.43553 -4.78119 -7.15543
H: 0.76713 -2.96220 -9.51031
H: 1.04193 -4.72327 -9.50445
O: 5.40831 1.04213 -3.31387
C: 4.90942 1.82881 -4.06847
O: 3.57076 1.92676 -4.23004
C: 3.26270 2.87251 -5.27419
C: 4.49096 3.76719 -5.37197
C: 5.61360 2.80347 -4.98993
H: 3.07658 2.31807 -6.19566
H: 2.36092 3.41524 -5.00386
H: 4.60923 4.22524 -6.35109
H: 4.42643 4.56661 -4.63282
H: 5.99433 2.25212 -5.85096
H: 6.43336 3.29367 -4.47306
O: 1.87912 3.37999 3.82085
C: 0.75971 3.70358 3.53262
O: 0.27273 3.56099 2.28422
C: -1.05456 4.12032 2.19802
C: -1.57206 4.12601 3.62973
C: -0.28560 4.33390 4.42956
H: -0.97655 5.12499 1.77852
H: -1.65475 3.50681 1.53137
H: -2.33447 4.88140 3.80595
H: -2.00103 3.15251 3.87076
H: -0.04205 5.38998 4.55567
H: -0.30749 3.84131 5.39752
O: -3.63120 -1.23715 3.46783
C: -3.42170 -1.84526 2.46010
O: -2.19563 -2.34695 2.15818
C: -2.20992 -2.93354 0.84532
C: -3.67036 -3.25624 0.56512
C: -4.38658 -2.14536 1.33405
H: -1.80525 -2.20401 0.13879
H: -1.57051 -3.81488 0.84690
H: -3.90483 -3.28738 -0.49679
H: -3.92640 -4.22651 0.99373
H: -4.50364 -1.24326 0.73205
H: -5.34798 -2.46706 1.72495
O: -4.55961 0.92485 0.04750
C: -5.67807 1.33277 -0.11432
O: -6.29942 1.26000 -1.31186
C: -7.57899 1.92055 -1.24288
C: -7.94384 1.92416 0.23430
C: -6.57391 2.01479 0.89610
H: -7.46763 2.92898 -1.64600
H: -8.29086 1.37431 -1.85674
H: -8.62060 2.72944 0.51029
H: -8.41975 0.97804 0.49858
H: -6.24831 3.04230 1.01379
H: -6.53552 1.49948 1.85218
O: -7.25313 4.55884 2.15002
C: -7.42528 4.58615 3.33538
O: -7.66036 3.46766 4.05458
C: -7.93715 3.80650 5.42693
C: -7.31217 5.18065 5.62944
C: -7.46059 5.80091 4.24079
H: -9.01958 3.81698 5.56676
H: -7.50799 3.04437 6.07191
H: -7.78255 5.75152 6.42677
H: -6.25399 5.07339 5.87223
H: -8.42220 6.29991 4.11278
H: -6.65370 6.48504 3.99479

## Properties
**Energy above the lowest of the compared OMol25 structures with the same formula, charge and spin**: 26.33 kcal/mol
**DFT total energy**: -5298.14562 Eh
**Charge**: +1